Version P
Molecular formula: C6H8N2S
Method: DFT, wB97M-V/def2-TZVPD

Gap between HOMO and LUMO (spin up / spin down) (eV): 7.26 / 6.02

Each line ends with the natural charge from an NBO analysis.
CARTESIAN COORDINATES (ANGSTROEM)
C -3.07053 0.53941 -0.38194  -0.06
C -1.94013 0.36304 -1.11141  -0.09
C -1.54374 0.10628 1.03701  0.20
C 1.48971 0.10187 0.40983  -0.39
C 0.35238 -0.18157 -0.50505  0.19
C 2.63904 -0.87181 0.24776  -0.61
N -2.80464 0.35849 0.95181  -0.41
N -0.92867 0.09187 -0.20846  -0.38
S 2.10675 1.85366 -0.02817  -0.19
H -4.05581 0.79460 -0.71385  0.22
H -1.75890 0.43815 -2.16321  0.23
H -1.02453 -0.10487 1.94850  0.21
H 1.17839 0.18672 1.44778  0.22
H 0.58581 -0.34600 -1.54758  0.22
H 2.94603 -0.90561 -0.79524  0.21
H 2.34490 -1.87256 0.56042  0.20
H 3.48394 -0.55167 0.85180  0.23


Version Q
Molecular formula: C6H8N2S
Method: DFT, wB97M-V/def2-TZVPD

SMILES: CC1=CS[C@@H](C#N)N1C
Gap between HOMO and LUMO (eV): 8.25

Each line ends with the natural charge from an NBO analysis.
CARTESIAN COORDINATES (ANGSTROEM)
C 1.99274 0.48209 0.13690  -0.65
C 0.77474 -0.06224 -0.59024  0.18
C 0.64944 -0.80070 -1.69615  -0.47
S -1.02475 -1.23583 -2.09852  0.25
C -1.64105 -0.54051 -0.43632  -0.21
C -1.80494 -1.71306 0.42322  0.24
N -1.77824 -2.61183 1.14901  -0.30
N -0.42557 0.20679 0.05867  -0.44
C -0.53814 1.14646 1.12298  -0.40
H 2.03117 1.59949 -0.08856  0.23
H 2.86898 0.02119 -0.41152  0.24
H 1.89543 0.25279 1.22798  0.23
H 1.37790 -1.02750 -2.52972  0.25
H -2.52533 0.02068 -0.55991  0.24
H -0.84425 2.15881 0.79778  0.18
H -1.41859 0.83992 1.86588  0.21
H 0.41045 1.26345 1.62852  0.21


Short version: version Q, version P, most stable first.


Version P
Molecular formula: C4H6FN3
Method: DFT, wB97M-V/def2-TZVPD

SMILES: Cn1ncc(F)c1N
Gap between HOMO and LUMO (eV): 7.96

Each line ends with the natural charge from an NBO analysis.
CARTESIAN COORDINATES (ANGSTROEM)
C 1.63817 0.58211 -0.55633  -0.44
N 0.53776 -0.20655 -0.23120  -0.22
N 0.43801 -1.52191 -0.67131  -0.36
C -0.80151 -1.94642 -0.32818  -0.14
C -1.63150 -1.14174 0.38440  0.25
F -2.93814 -1.20691 0.51968  -0.31
C -0.47635 0.25388 0.45057  0.36
N -0.58079 1.52326 0.97302  -0.84
H 2.07257 1.09885 0.31529  0.21
H 2.54568 0.08273 -0.89185  0.25
H 1.56475 1.29836 -1.32825  0.21
H -0.94080 -3.00900 -0.50539  0.22
H 0.01030 2.24199 0.54717  0.39
H -1.43815 1.95135 1.32236  0.41


Version Q
Molecular formula: C4H6FN3
Method: DFT, wB97M-V/def2-TZVPD

SMILES: [H]/N=C\N/N=C/C(=C)F
Gap between HOMO and LUMO (eV): 9.09

Each line ends with the natural charge from an NBO analysis.
CARTESIAN COORDINATES (ANGSTROEM)
H 3.30690 -1.74815 -0.63646  0.31
N 2.46903 -2.22160 -0.94839  -0.65
C 1.50953 -1.53435 -0.43502  0.24
N 1.64472 -0.39250 0.34583  -0.47
N 0.69468 0.41938 0.96505  -0.18
C -0.30264 0.59253 0.20218  -0.01
C -1.54281 1.24342 0.63034  0.36
C -2.58745 1.30380 -0.19102  -0.47
F -1.51918 1.63419 1.89725  -0.30
H 0.58124 -1.80223 -0.82720  0.17
H 2.46456 -0.25249 0.84184  0.38
H -0.44064 0.14915 -0.74750  0.17
H -3.55216 1.68793 0.14811  0.22
H -2.72578 0.92090 -1.24501  0.23


Short version: version Q, version P, most stable first.


Version P
Molecular formula: C9H13NO2
Method: DFT, wB97M-V/def2-TZVPD

SMILES: Cc1ccc(O)cc1.CC(N)=O
Gap between HOMO and LUMO (eV): 9.29

Each line ends with the natural charge from an NBO analysis.
CARTESIAN COORDINATES (ANGSTROEM)
C 3.70978 0.51291 0.78035  -0.63
C 2.60520 -0.31946 0.20887  -0.05
C 1.92485 0.03618 -0.94461  -0.18
C 0.85144 -0.72412 -1.41687  -0.28
C 0.41133 -1.82029 -0.71955  0.30
O -0.87524 -2.26771 -0.88255  -0.69
C 1.15340 -2.28256 0.38645  -0.28
C 2.25854 -1.55604 0.74934  -0.18
H 3.60652 0.76948 1.82896  0.22
H 3.73660 1.49282 0.30198  0.22
H 4.66523 0.01765 0.59364  0.22
H 2.10286 0.96651 -1.47165  0.21
H 0.42715 -0.54181 -2.39881  0.22
H -1.00628 -3.18081 -0.60801  0.48
H 0.76299 -3.10302 0.96907  0.21
H 2.93968 -1.89783 1.52954  0.21
C -2.71255 2.53641 0.06787  -0.72
C -3.87077 1.56201 0.10077  0.68
N -3.47767 0.24209 0.27415  -0.85
O -5.01454 1.87891 0.33357  -0.59
H -2.42260 2.76546 -0.95367  0.23
H -1.77768 2.12059 0.44341  0.23
H -2.93593 3.40809 0.61417  0.24
H -4.26555 -0.35132 0.48755  0.39
H -2.79672 -0.26413 -0.27396  0.40


Version Q
Molecular formula: C9H13NO2
Method: DFT, wB97M-V/def2-TZVPD

SMILES: CCCn1ccc(=O)c(O)c1C
Gap between HOMO and LUMO (eV): 8.38

Each line ends with the natural charge from an NBO analysis.
CARTESIAN COORDINATES (ANGSTROEM)
C 2.06166 -0.79346 1.62092  -0.61
C 1.59051 0.60764 1.81073  -0.42
C 1.04295 1.28557 0.58511  -0.20
N -0.28598 0.64933 0.10842  -0.33
C -1.36934 0.74059 0.93309  0.06
C -2.55558 0.05398 0.67965  -0.38
C -2.66046 -0.56198 -0.60041  0.40
O -3.63777 -1.15999 -1.11246  -0.65
C -1.36988 -0.70544 -1.41113  0.25
O -1.65114 -1.36901 -2.44802  -0.67
C -0.17490 -0.06884 -1.11736  0.07
C 0.75370 -0.10898 -2.29457  -0.65
H 2.54417 -1.04933 2.59397  0.22
H 1.22121 -1.41327 1.39480  0.22
H 2.84686 -0.85594 0.86328  0.20
H 2.26500 1.39284 2.21669  0.21
H 0.91161 0.56324 2.56534  0.20
H 1.76014 1.18016 -0.30198  0.22
H 1.01412 2.38586 0.84970  0.21
H -0.95720 1.32507 1.77017  0.21
H -3.47444 0.23827 1.20667  0.24
H -2.64290 -1.61984 -2.09037  0.50
H 1.29325 -1.10352 -2.21792  0.23
H 1.40712 0.67215 -2.45253  0.22
H 0.06731 -0.28510 -3.15180  0.26


Short version: version P, version Q, most stable first.


Version P
Molecular formula: C9H13NO2
Method: DFT, wB97M-V/def2-TZVPD

SMILES: Cc1ccc(O)cc1.CC(N)=O
Gap between HOMO and LUMO (eV): 9.51

Each line ends with the natural charge from an NBO analysis.
CARTESIAN COORDINATES (ANGSTROEM)
C 2.56730 -0.73172 1.51012  -0.64
C 1.76270 0.46326 1.10326  -0.03
C 0.98861 1.16765 2.00939  -0.20
C -0.03780 2.03844 1.61481  -0.24
C -0.37196 2.12878 0.27392  0.26
O -1.41579 2.92844 -0.13007  -0.68
C 0.53712 1.60705 -0.63876  -0.27
C 1.55516 0.75491 -0.25273  -0.21
H 3.42027 -0.91011 0.85560  0.22
H 1.95373 -1.63576 1.47210  0.22
H 3.09423 -0.62630 2.45713  0.22
H 1.07011 1.12327 3.08473  0.21
H -0.56147 2.60185 2.38377  0.23
H -1.85860 2.49514 -0.87616  0.48
H 0.29160 1.69464 -1.69322  0.21
H 2.05770 0.06762 -0.92846  0.21
C -0.71662 -2.14798 -1.49837  -0.73
C -2.17587 -1.86397 -1.71200  0.67
N -2.67784 -0.94365 -0.83291  -0.84
O -2.88281 -2.43152 -2.51254  -0.60
H -0.58690 -2.88451 -0.69419  0.24
H -0.09320 -1.26430 -1.36012  0.22
H -0.24959 -2.65617 -2.34325  0.24
H -3.60762 -0.59658 -1.02522  0.40
H -2.06245 -0.37844 -0.26681  0.39


Version Q
Molecular formula: C9H13NO2
Method: DFT, wB97M-V/def2-TZVPD

SMILES: Cc1ccc(O)cc1.CC(N)=O
Gap between HOMO and LUMO (eV): 8.95

Each line ends with the natural charge from an NBO analysis.
CARTESIAN COORDINATES (ANGSTROEM)
C -2.27536 1.19767 -3.93430  -0.63
C -1.73532 1.28826 -2.51290  -0.04
C -1.54793 2.57826 -2.08006  -0.19
C -1.27547 2.73123 -0.65626  -0.26
C -1.35924 1.65319 0.13901  0.27
O -1.16560 1.83424 1.49388  -0.70
C -1.41588 0.28256 -0.31988  -0.25
C -1.55539 0.16390 -1.66005  -0.19
H -2.74417 0.21223 -4.08284  0.21
H -2.92334 2.04974 -4.17886  0.22
H -1.37115 1.19056 -4.57390  0.22
H -1.74805 3.40074 -2.75958  0.21
H -0.85856 3.65344 -0.30282  0.22
H -0.42799 1.26505 1.75678  0.48
H -1.27365 -0.57133 0.33532  0.22
H -1.40794 -0.78318 -2.18749  0.21
C 2.43606 -3.44211 2.41915  -0.71
C 2.70940 -1.95359 2.43628  0.67
N 3.15798 -1.48034 3.65315  -0.84
O 2.90177 -1.32961 1.41362  -0.60
H 2.32647 -3.87671 1.42329  0.24
H 1.55909 -3.58673 3.03957  0.22
H 3.34073 -3.89905 2.83992  0.23
H 3.45038 -0.53471 3.81740  0.40
H 3.20314 -2.04372 4.48158  0.39


Version R
Molecular formula: C9H13NO2
Method: DFT, wB97M-V/def2-TZVPD

SMILES: Cc1ccc(O)cc1.CC(N)=O
Gap between HOMO and LUMO (eV): 9.44

Each line ends with the natural charge from an NBO analysis.
CARTESIAN COORDINATES (ANGSTROEM)
C -0.70798 -1.98164 -1.80939  -0.63
C 0.15474 -0.98065 -1.20863  -0.03
C -0.13863 0.32091 -1.80384  -0.21
C 0.55281 1.41563 -1.41922  -0.23
C 1.58955 1.23467 -0.51834  0.25
O 2.30141 2.40029 -0.15461  -0.71
C 1.92354 0.03092 0.03374  -0.26
C 1.20939 -1.13104 -0.30742  -0.23
H -0.36561 -3.00477 -1.68104  0.22
H -0.97463 -1.69229 -2.79319  0.23
H -1.63395 -1.97413 -1.23091  0.21
H -1.17878 0.49418 -2.14481  0.22
H 0.32260 2.28732 -2.10412  0.24
H 3.26254 2.31677 -0.40142  0.48
H 2.52723 0.09172 0.96746  0.23
H 1.67618 -2.13667 0.02189  0.23
C -0.25526 0.60901 2.42800  -0.72
C -1.72017 0.68649 1.79507  0.71
N -2.00890 -0.51346 1.14132  -0.87
O -2.39786 1.66032 1.90157  -0.59
H -0.13262 1.18640 3.31921  0.23
H 0.30439 1.04975 1.63262  0.23
H -0.04393 -0.44480 2.51717  0.20
H -2.95082 -0.70881 0.89866  0.39
H -1.31525 -1.21613 0.92025  0.40


Short version: version P, version Q, version R, most stable first.


Version P
Molecular formula: C6H14N2O2Sn
Method: DFT, wB97M-V/def2-TZVPD

Gap between HOMO and LUMO (eV): 8.36
Net charge: +2

Each line ends with the natural charge from an NBO analysis.
CARTESIAN COORDINATES (ANGSTROEM)
Sn 1.42806 -2.25565 -0.04275  1.69
C -0.02340 1.25835 0.59689  -0.69
C 1.25762 0.56666 1.09842  0.76
O 1.70581 -0.39996 0.48499  -0.86
N 1.72916 1.01648 2.28598  -0.51
C 2.59013 0.17579 3.06865  -0.45
H -0.92457 0.64979 0.67196  0.21
H 0.02474 1.57493 -0.44501  0.24
H -0.19032 2.11791 1.24604  0.25
H 1.49960 1.92565 2.66123  0.45
H 2.65557 -0.84751 2.69897  0.20
H 2.32656 0.21112 4.12572  0.25
H 3.63422 0.48763 3.04160  0.24
C -2.06246 0.14028 -0.49345  -0.67
C -0.84478 -0.69390 -0.96510  0.74
O -0.07799 -1.07343 -0.08904  -0.84
N -0.68132 -1.01069 -2.24092  -0.52
C -1.59867 -0.82253 -3.34817  -0.44
H -2.32597 0.93353 -1.19304  0.27
H -1.78450 0.68295 0.41005  0.23
H -2.82904 -0.57454 -0.19434  0.28
H 0.11345 -1.60640 -2.42417  0.39
H -1.24308 -0.16730 -4.14336  0.25
H -2.57911 -0.50292 -2.99504  0.24
H -1.79971 -1.78624 -3.81610  0.25


Version Q
Molecular formula: C6H14N2O2Sn
Method: DFT, wB97M-V/def2-TZVPD

Gap between HOMO and LUMO (eV): 5.21
Net charge: +2

Each line ends with the natural charge from an NBO analysis.
CARTESIAN COORDINATES (ANGSTROEM)
Sn 2.35343 1.86196 1.97567  1.77
C -2.12354 -0.08258 0.15718  -0.72
C -1.37245 0.43336 1.36466  0.71
O -0.12831 0.45392 1.38001  -0.78
N -2.16144 0.89010 2.28464  -0.53
C -1.77387 1.34136 3.63017  -0.44
H -2.22378 -1.16697 0.20367  0.27
H -1.54909 -0.00121 -0.76558  0.24
H -3.06608 0.40351 -0.09467  0.26
H -3.16823 0.82468 2.23772  0.44
H -0.87682 1.93896 3.79226  0.19
H -1.79821 0.50154 4.32458  0.24
H -2.56457 2.01169 3.96715  0.24
C 2.52541 -1.97542 -1.48250  -0.72
C 2.36351 -0.46771 -1.31381  0.72
O 2.78813 0.09320 -0.37077  -0.74
N 1.66155 0.27189 -2.11096  -0.55
C 0.65720 -0.27117 -3.00769  -0.44
H 1.73243 -2.41148 -2.09006  0.25
H 2.62606 -2.52912 -0.54902  0.26
H 3.46397 -2.10844 -2.02056  0.27
H 1.61265 1.22051 -1.76771  0.39
H -0.17238 -0.71831 -2.46001  0.19
H 1.08356 -0.99290 -3.70441  0.24
H 0.11075 0.47857 -3.57985  0.24


Short version: version Q, version P, most stable first.


Version P
Molecular formula: C6H16N
Method: DFT, wB97M-V/def2-TZVPD

Gap between HOMO and LUMO (spin up / spin down) (eV): 4.48 / 11.78
Spin multiplicity: 2
Expectation value of S²: 0.7506

Each line ends with the Mulliken spin population.
CARTESIAN COORDINATES (ANGSTROEM)
C -1.26053 2.00607 -1.17789  -0.11
C -0.76638 0.65322 -0.73656  0.17
C -0.15448 0.72657 0.68224  0.33
C 0.36404 -0.57594 1.28141  -0.27
C -0.52942 -1.83447 1.05031  0.25
C 1.85663 -0.88255 1.10735  0.15
N 0.22089 0.10992 -1.74150  2.41
H -1.74235 1.97567 -2.15889  -0.14
H -0.44238 2.70959 -1.33726  -0.09
H -1.95310 2.42864 -0.44863  0.01
H -1.51588 -0.13923 -0.70897  0.13
H 0.71762 1.37403 0.54033  0.10
H -0.85831 1.30956 1.27323  0.04
H 0.22087 -0.49184 2.36621  -0.10
H -0.49223 -2.11973 -0.00513  -0.15
H -0.33583 -2.67818 1.69718  -0.04
H -1.52682 -1.41033 1.19874  0.05
H 2.13332 -1.70292 1.76450  0.03
H 2.45178 0.02895 1.15289  -0.08
H 2.05604 -1.27084 0.09873  -0.12
H -0.16345 -0.21880 -2.67229  -0.92
H 0.67024 -0.75564 -1.38120  -0.03
H 1.04975 0.75825 -1.84480  -0.62


Version Q
Molecular formula: C6H16N
Method: DFT, wB97M-V/def2-TZVPD

Gap between HOMO and LUMO (spin up / spin down) (eV): 4.70 / 10.46
Spin multiplicity: 2
Expectation value of S²: 0.7526

Each line ends with the Mulliken spin population.
CARTESIAN COORDINATES (ANGSTROEM)
C -0.08118 3.39711 -0.57646  0.00
C -0.08597 -0.39061 -1.50689  0.01
C -0.57345 0.94116 -0.92987  0.00
C 0.36450 2.09663 -1.23159  0.04
H -1.12683 3.60681 -0.80356  0.00
H 0.50909 4.24428 -0.92548  0.00
H 0.03524 3.35038 0.50574  -0.01
H -0.64004 -1.22718 -1.06775  0.04
H 0.97749 -0.57115 -1.34874  -0.05
H -0.28796 -0.44363 -2.57568  -0.01
H -0.74431 0.87574 0.15115  0.01
H -1.58013 1.13509 -1.30964  0.02
H 1.35278 1.82476 -0.85456  -0.01
H 0.44672 2.22752 -2.31151  0.00
C -0.25052 -2.49495 2.04352  0.48
C 0.02660 -3.67666 1.46231  0.11
N 0.41450 -1.28031 1.58743  0.99
H -0.82068 -2.37442 2.94615  -0.09
H -0.36967 -4.59479 1.86735  0.02
H 0.61393 -3.73904 0.55816  -0.04
H 1.38410 -1.50140 1.14779  -0.14
H -0.11850 -0.84950 0.83896  -0.15
H 0.55427 -0.55586 2.33317  -0.21


Short version: version P, version Q, most stable first.


Version P
Molecular formula: C3H3O3
Method: DFT, wB97M-V/def2-TZVPD

Gap between HOMO and LUMO (eV): 10.24
Net charge: +1

Each line ends with the natural charge from an NBO analysis.
CARTESIAN COORDINATES (ANGSTROEM)
C 2.12842 -0.02524 -1.25633  1.14
C -0.14063 -0.67918 0.14134  0.03
C -0.94113 0.29842 0.48462  0.19
O 2.96971 0.15967 -1.97713  -0.31
O -2.01778 0.12266 1.17076  -0.62
O 1.09516 -0.27799 -0.68906  -0.45
H -0.05056 -1.72346 0.42675  0.27
H -0.57259 1.27941 0.07242  0.21
H -2.47061 0.84571 1.62663  0.54


Version Q
Molecular formula: C3H3O3
Method: DFT, wB97M-V/def2-TZVPD

Gap between HOMO and LUMO (spin up / spin down) (eV): 3.33 / 3.33
Net charge: +1

Each line ends with the natural charge from an NBO analysis.
CARTESIAN COORDINATES (ANGSTROEM)
C 3.52284 -0.52114 -0.26736  0.83
C -0.74190 -0.06238 -0.33605  0.62
C -1.87907 0.08830 0.34219  -0.13
O 4.17671 0.28102 0.19874  -0.14
O -2.97667 0.56241 -0.17405  -0.66
O 0.35252 -0.07668 -0.74466  -0.54
H 3.07757 -1.07341 -1.01257  0.30
H -1.98728 -0.22035 1.41193  0.22
H -3.54473 1.02224 0.58184  0.50


Short version: version P, version Q, most stable first.


Version P
Molecular formula: C2F3N
Method: DFT, wB97M-V/def2-TZVPD

Gap between HOMO and LUMO (eV): 11.44

Each line ends with the natural charge from an NBO analysis.
CARTESIAN COORDINATES (ANGSTROEM)
C 1.43907 0.74558 0.62654  0.64
C -0.98355 -0.89068 -0.63504  0.64
N 0.86011 1.41303 1.31492  -0.41
F 2.14769 0.00808 -0.11590  -0.23
F -1.46938 -0.25179 0.32764  -0.29
F -1.99394 -1.02422 -1.51815  -0.35


Version Q
Molecular formula: C2F3N
Method: DFT, wB97M-V/def2-TZVPD

Gap between HOMO and LUMO (spin up / spin down) (eV): 12.80 / 5.02

Each line ends with the natural charge from an NBO analysis.
CARTESIAN COORDINATES (ANGSTROEM)
C -2.36542 0.97993 -1.26089  0.37
C 1.05487 -0.43794 0.58305  1.03
N -1.35682 0.69556 -0.79934  -0.50
F 2.00368 -0.80817 -0.24232  -0.30
F 0.35373 -1.44266 1.05347  -0.30
F 1.46074 0.38353 1.52032  -0.30


Short version: version P, version Q, most stable first.